No. 1
DFT (ωB97M-V/def2-TZVPD) results for an isolated ion of composition C3H6N3S and charge +1 in a non-equilibrium geometry.

## Properties
* lowest unoccupied orbital energy: -3.8 eV
* SMILES: S=C1N[C@H]2C[N@H+]2N1
* F_max: 3.5 eV/Å
* energy above the lowest of the compared OMol25 structures with the same formula, charge and spin: 2.783 eV
* net charge: +1

Atoms and positions in Å:
S1 0.40909 -1.29574 -3.31327
C1 0.07675 -0.42488 -2.02860
N1 -1.08477 -0.23039 -1.37267
C2 -0.88031 0.29385 -0.05857
C3 0.06576 -0.47974 0.93121
N2 0.64093 0.54007 0.01751
N3 1.13143 0.15824 -1.20379
H1 -1.95124 -0.16905 -1.94803
H2 -1.35108 1.16703 0.34650
H3 0.02908 -0.07088 1.89838
H4 0.40176 -1.57782 0.84918
H5 0.97019 1.54769 0.26760
H6 1.97681 -0.50565 -1.27113

No. 2
DFT (ωB97M-V/def2-TZVPD) results for an isolated ion of composition C4H12N3Si and charge +1 in a non-equilibrium geometry.

## Properties
* lowest unoccupied orbital energy: -5.1 eV
* SMILES: C[Si](C)(C)CN[N+]#N
* F_max: 4.9 eV/Å
* energy above the lowest of the compared OMol25 structures with the same formula, charge and spin: 0.589 eV
* net charge: +1

Atoms and positions in Å:
C1 -0.65817 1.16386 -1.34445
Si1 -0.19530 -0.16925 -0.02484
C2 0.43621 -1.77698 -0.56329
C3 -1.60699 -0.34188 1.41700
C4 1.33997 0.63299 0.94921
N1 2.43172 0.69502 -0.24093
N2 3.58350 0.35639 0.00541
N3 4.56941 -0.03844 0.33929
H1 0.17480 1.62697 -1.83618
H2 -1.46922 0.80615 -1.97282
H3 -1.20782 2.01271 -0.88874
H4 0.69651 -2.43903 0.19405
H5 -0.21605 -2.27908 -1.39183
H6 1.32203 -1.51450 -1.01485
H7 -1.43099 0.22278 2.32942
H8 -2.56548 0.00595 1.00166
H9 -1.54794 -1.40435 1.61301
H10 0.99608 1.53106 1.25268
H11 1.77393 0.05756 1.73473
H12 2.10920 1.08318 -1.08358

No. 3
DFT (ωB97M-V/def2-TZVPD) results for an isolated ion of composition C6H10N and charge +1 in a non-equilibrium geometry.

## Properties
* lowest unoccupied orbital energy: -3.8 eV
* SMILES: CC1=CC/C1=C\[NH3+]
* F_max: 4.8 eV/Å
* energy above the lowest of the compared OMol25 structures with the same formula, charge and spin: 1.860 eV
* net charge: +1

Atoms and positions in Å:
C1 -2.12701 -1.28506 -0.01617
C2 -1.39043 -0.00269 0.03866
C3 -1.63174 1.29929 0.10661
C4 -0.19324 1.72182 0.03070
C5 0.08523 0.14688 -0.06111
C6 1.10473 -0.71780 -0.03176
N1 2.48726 -0.17962 -0.04981
H1 -2.39955 -1.71275 0.96441
H2 -1.54394 -1.93109 -0.65682
H3 -3.03306 -0.93077 -0.53472
H4 -2.41875 1.94680 0.53493
H5 0.07868 2.44625 -0.76395
H6 0.10494 2.05348 1.11075
H7 0.92918 -1.72654 -0.19875
H8 2.25798 0.89198 -0.22827
H9 3.02747 -0.44300 -0.78827
H10 3.06321 -0.45411 0.83193

Q: The lowest lowest unoccupied orbital energy belongs to which entry?
A: C4H12N3Si